[1]
The following is a quantum chemistry calculation of a 2-piece molecular cluster, C6H12O overall in a non-equilibrium geometry, from the OMol25 dataset.

The calculation puts the total energy at -310.89364 Ha. The HOMO-LUMO gap comes out at 9.4 eV. The calculation puts the molar mass at 100.161 Da. Its LUMO energy is 0.2 eV. The calculation puts the strongest force on any atom at 4.31 eV/A. The HOMO energy comes out at -9.16 eV.

The geometry in ORCA input format:
```
! wB97M-V def2-TZVPD RIJCOSX def2/J DEFGRID3
* xyz 0 1
C -0.727 -1.996 -0.745
C -0.506 -0.588 -0.137
O -1.740 -0.007 0.072
C 0.294 -0.727 1.125
C 0.364 1.438 1.106
C 0.600 1.635 -0.383
C 0.347 0.302 -1.093
H -1.306 -2.620 -0.055
H 0.222 -2.489 -0.982
H -1.304 -1.860 -1.666
H -1.083 0.707 1.086
H -0.243 -0.955 2.049
H 1.336 -1.045 1.091
H -0.136 2.289 1.601
H 1.280 1.280 1.686
H 1.612 1.998 -0.611
H -0.104 2.382 -0.769
H 1.298 -0.192 -1.345
H -0.206 0.449 -2.029
*
```


[2]
The following is a quantum chemistry calculation of C27H38N5O5STeY as an isolated structure in a non-equilibrium geometry, from the OMol25 dataset.

The calculation puts the total energy at -2405.82403 Ha. The HOMO-LUMO gap comes out at 7.8 eV. The calculation puts the molar mass at 761.204 Da. Its LUMO energy is -5.0 eV. The calculation puts the strongest force on any atom at 3.25 eV/A. The HOMO energy comes out at -12.76 eV.

The geometry in ORCA input format:
```
! wB97M-V def2-TZVPD RIJCOSX def2/J DEFGRID3
* xyz 2 1
Y -0.171 0.396 -0.666
O 0.385 1.388 1.537
S -0.369 2.679 1.590
O 0.367 3.871 1.890
N -1.225 2.580 0.197
C -0.911 3.565 -0.727
C -1.820 4.587 -1.053
C -1.367 5.701 -1.739
C -0.086 5.768 -2.229
C 0.782 4.645 -2.105
C 2.072 4.680 -2.663
C 2.869 3.562 -2.499
C 2.369 2.456 -1.787
N 1.117 2.372 -1.321
C 0.355 3.509 -1.405
C -1.535 2.423 2.885
C -0.934 2.492 4.122
C -1.735 2.254 5.241
C -3.066 1.898 5.083
C -3.611 1.766 3.816
C -2.849 2.048 2.680
H -2.861 4.484 -0.778
H -2.039 6.559 -1.886
H 0.281 6.681 -2.711
H 2.426 5.570 -3.213
H 3.874 3.536 -2.943
H 3.010 1.573 -1.619
H 0.139 2.747 4.158
H -1.258 2.342 6.230
H -3.704 1.762 5.967
H -4.656 1.462 3.709
H -3.263 1.984 1.672
O -2.514 -2.991 -0.505
C -1.613 -2.557 -1.239
O -1.284 -1.302 -1.344
C -0.878 -3.547 -2.209
N -1.604 -4.892 -2.136
C -0.694 -5.955 -1.528
C 0.444 -5.151 -0.883
C 0.587 -3.898 -1.800
H -0.903 -3.122 -3.225
H -1.932 -5.222 -3.057
H -2.430 -4.700 -1.528
H -0.332 -6.601 -2.331
H -1.264 -6.562 -0.812
H 1.365 -5.721 -0.793
H 0.150 -4.874 0.135
H 1.152 -4.178 -2.717
H 1.121 -3.024 -1.408
C 1.337 -0.524 -3.986
Te -0.594 0.446 -3.702
C 0.022 2.264 -4.758
H 2.131 0.226 -4.057
H 1.243 -1.179 -4.845
H 1.542 -1.204 -3.117
H -0.235 2.107 -5.834
H 1.114 2.474 -4.667
H -0.593 3.111 -4.362
C 2.471 -1.639 3.643
N 2.259 -1.583 2.199
C 3.454 -1.397 1.390
C 1.057 -1.470 1.612
O 1.017 -1.028 0.381
N -0.053 -1.916 2.231
C -0.113 -3.114 3.076
C -1.378 -1.425 1.892
H 3.407 -1.106 3.824
H 2.610 -2.667 3.997
H 1.618 -1.172 4.170
H 4.267 -2.043 1.760
H 3.833 -0.356 1.401
H 3.214 -1.641 0.360
H 0.828 -3.689 3.065
H -0.906 -3.755 2.695
H -0.327 -2.850 4.120
H -1.330 -0.392 1.552
H -2.005 -1.493 2.809
H -1.849 -2.024 1.100
*
```


[3]
The following is a quantum chemistry calculation of C41H42Br2N6O5SeTl as an isolated structure, from the OMol25 dataset.

The calculation puts the total energy at -10014.20612 Ha. The HOMO-LUMO gap comes out at 6.1 eV. The calculation puts the molar mass at 1141.975 Da. Its LUMO energy is -3.1 eV. The calculation puts the strongest force on any atom at 0.26 eV/A. The HOMO energy comes out at -9.25 eV.

The geometry in ORCA input format:
```
! wB97M-V def2-TZVPD RIJCOSX def2/J DEFGRID3
* xyz 1 1
Tl -0.747 -0.689 3.131
Br -0.082 1.344 8.034
C -1.451 1.825 6.823
C -2.438 2.729 7.248
C -3.413 3.153 6.393
Br -4.731 4.358 7.016
C -3.428 2.700 5.050
C -4.368 3.118 4.082
C -4.286 2.653 2.800
C -3.259 1.752 2.478
N -2.379 1.329 3.353
C -2.435 1.782 4.636
C -1.413 1.289 5.543
O -0.521 0.440 5.148
H -2.416 3.088 8.268
H -5.144 3.813 4.371
H -4.988 2.966 2.039
H -3.169 1.371 1.466
N 1.258 3.096 5.134
C 2.182 2.007 4.827
C 1.919 1.460 3.436
O 2.611 0.646 2.869
O 0.805 1.934 2.864
H 0.842 2.984 6.051
H 0.453 2.595 3.515
H 1.701 4.003 5.090
H 1.974 1.165 5.491
H 3.239 2.258 4.917
O 0.665 2.596 -2.089
C -0.253 1.858 -1.832
N -1.458 1.736 -2.434
C -2.200 0.551 -2.025
C -1.396 0.132 -0.785
O -1.649 -0.754 -0.009
N -0.240 0.891 -0.790
C -3.669 0.851 -1.777
C -4.361 0.375 -0.671
C -5.709 0.675 -0.509
C -6.376 1.440 -1.451
C -5.693 1.901 -2.569
C -4.351 1.604 -2.731
C -1.977 -0.628 -2.989
C -0.889 -0.638 -3.857
C -0.634 -1.752 -4.646
C -1.452 -2.868 -4.562
C -2.534 -2.863 -3.692
C -2.797 -1.749 -2.910
H -1.676 2.284 -3.248
H -3.860 -0.240 0.064
H -6.236 0.299 0.358
H -7.425 1.670 -1.322
H -6.207 2.490 -3.316
H -3.844 1.956 -3.622
H -0.242 0.226 -3.943
H 0.203 -1.740 -5.334
H -1.260 -3.733 -5.184
H -3.183 -3.727 -3.627
H -3.643 -1.753 -2.235
C 4.883 -0.451 0.741
C 5.173 1.017 0.443
C 5.187 1.408 -1.038
C 3.824 1.533 -1.713
N 3.184 0.236 -1.977
C 2.163 -0.310 -1.308
Se 1.279 0.508 0.181
N 1.870 -1.510 -1.823
C 0.876 -2.467 -1.327
C 1.474 -3.426 -0.309
C 0.444 -4.460 0.144
C 0.069 -5.458 -0.946
C 2.739 -1.755 -2.873
C 2.852 -2.839 -3.742
C 3.832 -2.752 -4.705
C 4.671 -1.627 -4.811
C 4.561 -0.556 -3.951
C 3.574 -0.647 -2.971
H 5.119 -0.684 1.778
H 5.477 -1.111 0.102
H 3.835 -0.723 0.614
H 6.160 1.251 0.847
H 4.470 1.656 0.985
H 5.820 0.712 -1.596
H 5.657 2.390 -1.139
H 3.896 2.037 -2.677
H 3.125 2.107 -1.109
H 0.486 -2.982 -2.205
H 0.052 -1.910 -0.890
H 1.831 -2.848 0.548
H 2.344 -3.927 -0.744
H -0.452 -3.938 0.496
H 0.842 -4.993 1.008
H -0.451 -4.982 -1.780
H -0.593 -6.231 -0.558
H 0.958 -5.955 -1.342
H 2.206 -3.703 -3.663
H 3.965 -3.568 -5.402
H 5.423 -1.606 -5.587
H 5.208 0.307 -4.033
*
```